ORCA calculation (ωB97M-V/def2-TZVPD) on the ion C5H11IN with charge +1 in a non-equilibrium geometry.

As for the lowest unoccupied orbital energy (spin up / spin down): -0.1092 / -0.2713 Ha. The total energy comes out at -549.09129 hartree. The expectation value of S² is 2.005. The HOMO energy (spin up / spin down) comes out at -9.54 / -14.07 eV. The value obtained for the HOMO-LUMO gap (spin up / spin down) is 0.241 / 0.246 hartree.

Structure (ORCA input):
```
! RIJCOSX wB97M-V def2-TZVPD def2/J DEFGRID3
* xyz 1 3
C 0.36912 -0.53524 -0.96359
C -1.13588 0.44511 0.10589
C -0.20610 0.94245 -0.99493
C 0.87501 1.90296 -0.68898
C -0.26640 -1.72218 1.21572
N -0.69187 -0.95715 0.00906
I -1.31129 1.47306 -2.76494
H 0.38917 -1.03805 -1.89044
H 1.27503 -0.90757 -0.48091
H -0.96420 0.90566 1.11517
H -2.22941 0.77119 -0.12458
H 0.41589 2.96091 -0.57562
H 1.35733 1.89495 -1.70175
H 1.64904 1.78202 0.06247
H 0.38112 -0.95108 1.67214
H -1.15395 -1.99849 1.90194
H 0.33513 -2.64955 0.91105
H -1.37766 -1.51205 -0.41602
*
```


ORCA calculation (ωB97M-V/def2-TZVPD) on a structure of composition C38H24F3MgN4O10Sb.

As for the lowest unoccupied orbital energy: -0.0512 Ha. The total energy comes out at -3173.71956 hartree. The HOMO energy comes out at -9.06 eV. The value obtained for the HOMO-LUMO gap is 0.282 hartree.

Structure (ORCA input):
```
! RIJCOSX wB97M-V def2-TZVPD def2/J DEFGRID3
* xyz 0 1
Mg 1.01089 0.74353 0.36244
O 2.97330 1.78277 -0.02395
C 3.84039 1.39330 0.99573
C 5.06011 0.85017 0.62158
C 5.94288 0.42829 1.60297
C 5.61321 0.56116 2.94618
C 4.39019 1.10049 3.30433
C 3.47598 1.51323 2.33910
C 2.09335 1.96855 2.76981
O 1.84722 2.14598 3.94812
O 1.22834 2.09187 1.80210
H 2.39701 2.46074 0.39268
H 5.30415 0.77813 -0.43088
H 6.89603 0.00277 1.31546
H 6.30688 0.23560 3.71020
H 4.09594 1.19720 4.34078
F -3.90853 1.84203 6.73383
C -3.42484 1.41146 5.55477
C -2.15455 1.79524 5.17538
C -1.66471 1.34627 3.95660
C -2.44697 0.52567 3.14702
C -3.72483 0.15656 3.55864
C -4.22617 0.59880 4.77131
Sb -1.61494 -0.11084 1.31578
C -3.05306 0.60184 -0.08963
C -3.58128 -0.12078 -1.15265
C -4.40658 0.48595 -2.09182
C -4.68278 1.83105 -1.95791
F -5.46970 2.42761 -2.87235
C -4.16463 2.59007 -0.92431
C -3.34795 1.96350 0.00409
C -1.96987 -2.21015 1.40766
C -0.90520 -2.97135 1.89169
C -0.99970 -4.34848 2.01189
C -2.18346 -4.95685 1.63866
F -2.28880 -6.29276 1.73996
C -3.26651 -4.23754 1.17297
C -3.15062 -2.85891 1.06518
H -1.56289 2.42960 5.82163
H -0.66507 1.64488 3.65308
H -4.33943 -0.48395 2.93553
H -5.21433 0.32625 5.11674
H -3.32734 -1.16354 -1.29129
H -4.82345 -0.06913 -2.92188
H -4.40023 3.64369 -0.85757
H -2.93578 2.55824 0.81357
H 0.02028 -2.48970 2.19143
H -0.17806 -4.94383 2.38641
H -4.18042 -4.75297 0.91022
H -4.01354 -2.29542 0.73376
N 0.15120 2.03785 -1.14699
C -0.26584 2.35642 -2.16616
C -0.82264 2.69414 -3.42828
C -1.65880 1.75919 -4.04231
C -2.22125 2.07140 -5.26688
C -1.94846 3.29258 -5.86724
C -1.10996 4.21383 -5.25312
C -0.53995 3.92177 -4.02769
H -1.84734 0.80917 -3.56160
H -2.87043 1.35811 -5.75642
H -2.39069 3.52823 -6.82645
H -0.90135 5.16117 -5.73137
H 0.11415 4.62829 -3.53486
O 5.61126 -3.99201 -3.45981
N 5.38909 -3.80660 -2.27942
O 6.06654 -4.24224 -1.36797
C 4.21148 -3.02019 -1.92990
C 3.89470 -2.83469 -0.60136
C 2.79662 -2.06155 -0.27839
C 1.93237 -1.45651 -1.25325
O 0.93577 -0.73830 -0.96586
C 2.32212 -1.74005 -2.60775
C 3.43421 -2.46858 -2.93983
N 1.53665 -1.18380 -3.70537
O 0.33717 -1.06502 -3.55832
O 2.14201 -0.87652 -4.71868
N 2.50261 -1.91189 1.12367
O 1.88446 -0.91358 1.51770
O 2.88930 -2.76139 1.89173
H 4.50264 -3.27602 0.17337
H 3.70245 -2.60950 -3.97619
*
```


ORCA calculation (ωB97M-V/def2-TZVPD) on a structure of composition C5H11NO in a non-equilibrium geometry.

As for the lowest unoccupied orbital energy: 0.0388 Ha. The total energy comes out at -326.98661 hartree. The HOMO energy comes out at -9.05 eV. The value obtained for the HOMO-LUMO gap is 0.371 hartree.

Structure (ORCA input):
```
! RIJCOSX wB97M-V def2-TZVPD def2/J DEFGRID3
* xyz 0 1
C -1.61039 -0.42071 -1.21469
C -1.18249 0.42778 -0.02186
C 0.33637 0.45525 0.21241
C 0.70333 1.38130 1.37352
N 0.89546 -0.88206 0.39801
C 1.77501 -1.83294 -0.78830
O 1.63404 -1.58175 -1.92661
H -1.11128 -0.08973 -2.13172
H -1.35272 -1.47305 -1.06309
H -2.69162 -0.35603 -1.37708
H -1.52090 1.46306 -0.16620
H -1.68223 0.07288 0.89189
H 0.80619 0.83317 -0.70662
H 0.36293 2.40566 1.18362
H 0.23825 1.04581 2.30895
H 1.78640 1.40572 1.52458
H 0.48455 -1.40259 1.17555
H 2.12909 -1.45178 0.32762
*
```


ORCA calculation (ωB97M-V/def2-TZVPD) on a structure of composition C6H5N2O6Pt in a non-equilibrium geometry.

As for the lowest unoccupied orbital energy (spin up / spin down): -0.4544 / -0.5967 Ha. The total energy comes out at -910.45078 hartree. The expectation value of S² is 6.049. The HOMO energy (spin up / spin down) comes out at -17.86 / -22.54 eV. The value obtained for the HOMO-LUMO gap (spin up / spin down) is 0.202 / 0.232 hartree.

Structure (ORCA input):
```
! RIJCOSX wB97M-V def2-TZVPD def2/J DEFGRID3
* xyz 3 5
O 3.48758 1.74348 -2.81890
C 3.14762 0.86360 -2.16517
Pt 1.26962 0.51092 -0.94948
O 1.06218 3.33631 -2.25133
C 0.96182 2.33110 -1.69293
C 1.88633 -1.41864 -0.30008
O 1.40461 -2.29362 0.38328
C 2.05993 1.09142 0.72925
O 2.42051 1.45476 1.76883
C 0.40451 -0.46858 -2.38581
O -0.19143 -1.05233 -3.20863
H 2.90290 -1.64152 -0.71240
N -2.13058 -0.30858 2.75408
C -2.16757 -0.40442 1.38526
N -3.15909 -1.23387 0.90837
O -1.31992 0.11955 0.65655
H -2.93218 -0.62250 3.28687
H -1.72757 0.53779 3.12583
H -3.47609 -1.03882 -0.03151
H -3.90319 -1.50604 1.51792
*
```


ORCA calculation (ωB97M-V/def2-TZVPD) on a structure of composition C5H10O2.

As for the lowest unoccupied orbital energy: 0.0330 Ha. The total energy comes out at -346.74857 hartree. The HOMO energy comes out at -6.97 eV. The value obtained for the HOMO-LUMO gap is 0.289 hartree.

Structure (ORCA input):
```
! RIJCOSX wB97M-V def2-TZVPD def2/J DEFGRID3
* xyz 0 1
C -1.13271 -1.30639 0.37166
C -0.62215 -0.02198 -0.22599
C 0.77429 0.00360 -0.79270
C 1.78774 -0.24417 0.94553
O 1.80500 1.07397 0.09144
C -1.57233 0.98143 -0.73220
O -0.89810 1.18188 0.50755
H -1.46299 -1.99405 -0.41507
H -0.33109 -1.76738 0.95394
H -1.98135 -1.09594 1.02893
H 0.81674 0.68701 -1.66275
H 1.14771 -0.96755 -1.10645
H 2.79309 -0.63981 0.75998
H 1.74150 0.07868 1.99579
H 1.07372 1.60903 0.45976
H -2.64238 0.79585 -0.64377
H -1.28143 1.65836 -1.53516
*
```


ORCA calculation (ωB97M-V/def2-TZVPD) on a cluster of 2 separate species, C8H15FS in total in a non-equilibrium geometry.

As for the lowest unoccupied orbital energy: -0.0170 Ha. The total energy comes out at -811.72024 hartree. The HOMO energy comes out at -9.74 eV. The value obtained for the HOMO-LUMO gap is 0.341 hartree.

Structure (ORCA input):
```
! RIJCOSX wB97M-V def2-TZVPD def2/J DEFGRID3
* xyz 0 1
C -1.54000 -1.72016 -0.51888
C -0.78678 -0.87068 -0.14192
C 0.13464 0.18258 0.20788
C 0.39489 0.11137 1.66725
C -0.48273 1.55128 -0.20774
C 1.49806 -0.08989 -0.61587
C 2.42815 1.12328 -0.74702
C 2.28959 -1.29325 -0.14595
H -2.21906 -2.53867 -0.77022
H 0.86403 -0.74080 2.04824
H -0.50662 0.31353 2.46995
H 1.08886 0.96416 1.86779
H -0.35262 1.76723 -1.28546
H -0.13125 2.30205 0.39332
H -1.49659 1.50871 0.01891
H 1.18422 -0.38507 -1.69853
H 2.61027 1.53277 0.23622
H 3.40945 0.74777 -1.30722
H 1.95129 1.88414 -1.39498
H 3.12637 -0.95833 0.47516
H 2.67221 -1.78668 -1.06374
H 1.52111 -1.97795 0.24993
F -5.88229 0.52393 0.71033
S -5.73762 -0.56580 -0.62212
H -6.03755 -1.58553 0.17465
*
```


ORCA calculation (ωB97M-V/def2-TZVPD) on a cluster of 2 separate species, C2H6N2O2S in total in a non-equilibrium geometry.

As for the lowest unoccupied orbital energy (spin up / spin down): -0.0205 / -0.0205 Ha. The total energy comes out at -737.87551 hartree. The HOMO energy (spin up / spin down) comes out at -8.95 / -8.95 eV. The value obtained for the HOMO-LUMO gap (spin up / spin down) is 0.308 / 0.308 hartree.

Structure (ORCA input):
```
! RIJCOSX wB97M-V def2-TZVPD def2/J DEFGRID3
* xyz 0 1
H -3.73278 0.13839 0.46532
N -3.05438 -0.22673 -0.18490
C -1.91306 -0.16957 0.38211
C -0.97414 -0.88163 -0.48969
S 0.69206 -0.82751 -0.04965
O 1.69332 -1.59460 -0.70247
O 0.81657 -0.72990 1.41550
H -1.73452 0.13176 1.35843
H -1.08969 -0.98724 -1.59014
N 2.14280 1.12289 -0.14146
H 2.94802 0.95330 -0.77631
H 2.44441 1.06026 0.79252
H 1.76139 2.01058 -0.47927
*
```


ORCA calculation (ωB97M-V/def2-TZVPD) on an isolated molecule of C4H6N2O in a non-equilibrium geometry.

As for the lowest unoccupied orbital energy (spin up / spin down): -0.0089 / -0.0024 Ha. The total energy comes out at -340.61798 hartree. The HOMO energy (spin up / spin down) comes out at -8.37 / -7.56 eV. The value obtained for the HOMO-LUMO gap (spin up / spin down) is 0.299 / 0.276 hartree.

Structure (ORCA input):
```
! RIJCOSX wB97M-V def2-TZVPD def2/J DEFGRID3
* xyz 0 1
N -1.57886 0.51196 -0.18996
C -0.20567 0.35679 0.04365
C 0.23837 -1.06993 0.01032
O -0.76536 -1.97700 0.13943
N 1.44486 -1.44093 -0.09443
C 1.71988 1.47095 -0.26390
C 0.59155 1.43935 0.47194
H -1.92522 0.33662 -1.12629
H -1.96636 1.38044 0.15015
H -1.56899 -1.48414 0.36405
H 1.47210 -2.45049 0.03652
H 2.31833 0.60308 -0.51402
H 0.24124 2.36084 0.93308
*
```